No. 1
One molecule with the formula C3H3ClO2 at a distorted geometry. Source: the Open Molecules 2025 dataset; level of theory: ωB97M-V with the def2-TZVPD basis set.

XYZ file:
```
9
Properties=species:S:1:pos:R:3:nbo_charge:R:1
C 1.14 -0.19 0.07 -0.652
C -0.39 -0.28 -0.10 0.107
Cl -0.96 -1.89 0.10 0.065
O -1.08 0.51 -1.24 -0.391
C -1.31 0.80 -0.02 0.734
O -2.10 1.62 0.81 -0.591
H 1.64 0.62 -0.47 0.245
H 1.67 -1.09 -0.23 0.238
H 1.39 -0.09 1.08 0.246
```

Properties
Molecular weight, g/mol: 106.51
HOMO level, eV: -10.44
Relative energy (zero: lowest compared OMol25 entry of this formula, charge and spin), kJ/mol: 244.5
SMILES: C[C@]1(Cl)OC1=O
Max |F|, Eh/bohr: 0.210
2S+1: 1
Kohn-Sham gap, eV: 10.9
Electronic energy, Ha: -726.686806


No. 2
A 2-piece molecular cluster, C3H5N2 overall at a distorted geometry. Source: the Open Molecules 2025 dataset; level of theory: ωB97M-V with the def2-TZVPD basis set.

XYZ file:
```
10
Properties=species:S:1:pos:R:3:nbo_charge:R:1
C -0.90 -0.05 -0.06 -0.362
C 0.39 0.07 0.79 0.237
C 0.30 0.20 -0.77 0.297
N 1.03 1.16 -0.02 -0.546
N 1.11 -0.93 0.10 -0.568
H -1.55 -0.94 -0.13 0.274
H -2.02 1.43 0.12 0.302
H 0.66 2.05 0.04 0.419
H 2.09 -0.78 0.20 0.464
H 0.86 -1.98 -0.04 0.483
```

Properties
Molecular weight, g/mol: 69.09
HOMO level (alpha / beta), eV: -15.94 / -15.94
Relative energy (zero: lowest compared OMol25 entry of this formula, charge and spin), kJ/mol: 899.8
Max |F|, Eh/bohr: 0.112
2S+1: 1
Net charge: +1
Kohn-Sham gap (alpha / beta), eV: 10.3 / 10.3
Electronic energy, Ha: -226.249652


No. 3
A 2-piece molecular cluster, C5H11O3 overall. Source: the Open Molecules 2025 dataset; level of theory: ωB97M-V with the def2-TZVPD basis set.

XYZ file:
```
19
Properties=species:S:1:pos:R:3:nbo_charge:R:1
C -2.14 1.86 1.80 -0.731
C -2.17 0.96 0.55 0.773
O -1.91 -0.26 0.75 -0.823
O -2.42 1.51 -0.53 -0.762
H -3.06 2.45 1.83 0.201
H -1.32 2.57 1.67 0.202
H -2.00 1.31 2.72 0.196
C 0.85 -0.72 -0.71 0.091
C 1.88 -0.79 0.42 -0.624
C 1.51 -0.89 -2.07 -0.615
O -0.12 -1.72 -0.55 -0.781
H 0.37 0.26 -0.68 0.174
H 1.37 -0.71 1.38 0.217
H 1.94 -1.90 -2.15 0.190
H 0.76 -0.78 -2.85 0.212
H 2.29 -0.15 -2.23 0.185
H -0.87 -1.29 -0.05 0.524
H 2.61 0.02 0.33 0.183
H 2.41 -1.74 0.36 0.188
```

Properties
Molecular weight, g/mol: 119.14
HOMO level, eV: -4.53
Relative energy (zero: lowest compared OMol25 entry of this formula, charge and spin), kJ/mol: 9.1
Max |F|, Eh/bohr: 0.006
2S+1: 1
Net charge: -1
Kohn-Sham gap, eV: 8.4
Electronic energy, Ha: -422.910201


No. 4
A 3-piece molecular cluster, C50H76N2O8 overall at a distorted geometry. Source: the Open Molecules 2025 dataset; level of theory: ωB97M-V with the def2-TZVPD basis set.

XYZ file:
```
136
Properties=species:S:1:pos:R:3:mulliken_charge:R:1
C 0.92 -0.54 4.67 -0.745
C 0.38 0.41 3.88 -0.094
C 1.13 1.28 2.88 -1.405
C 0.99 0.76 1.45 0.352
C 0.24 1.43 0.47 -0.187
C -0.50 2.70 0.85 -2.072
C -1.68 2.42 1.83 -1.040
C -2.51 1.15 1.47 -0.619
C -4.05 1.37 1.42 -0.702
C -4.66 0.41 0.38 0.269
C -6.22 0.34 0.32 -0.881
C -6.96 0.90 1.54 -0.890
C -6.95 0.00 2.80 -0.958
C -7.15 -1.51 2.52 -0.851
C -5.76 -2.23 2.67 -0.061
C -5.51 -3.37 1.64 -0.695
C -4.04 -3.30 1.08 -0.460
C -3.24 -4.61 1.32 -0.319
C -3.66 -5.68 0.27 -1.069
C 0.16 0.95 -0.84 0.559
C -0.60 1.63 -1.94 -0.104
C -1.91 2.07 -1.85 0.627
C -2.55 2.68 -2.91 -0.875
C -1.91 2.90 -4.11 -0.631
C -0.60 2.46 -4.21 -0.756
C 0.04 1.85 -3.16 -0.682
C 0.79 -0.24 -1.19 -1.020
C 1.49 -0.90 -0.23 0.485
C 1.61 -0.43 1.07 0.578
C 2.41 -1.29 2.05 0.069
O 3.20 -0.82 2.85 -0.566
C 2.15 -2.77 1.90 1.076
C 2.03 -3.59 3.00 -0.640
C 1.75 -4.92 2.77 -1.460
C 1.60 -5.39 1.48 0.847
C 1.24 -6.88 1.34 -0.858
O 0.55 -7.14 0.13 -0.427
O -0.71 -6.49 0.26 -0.182
C 1.74 -4.57 0.38 -1.066
C 2.02 -3.24 0.61 0.892
C 2.16 -2.23 -0.52 -0.208
O 2.73 -2.49 -1.56 -0.627
H 0.50 -1.55 4.62 0.259
H 1.78 -0.36 5.33 0.230
H -0.70 0.62 3.98 0.294
H 0.80 2.32 2.94 0.487
H 2.20 1.32 3.12 0.574
H -0.91 3.21 -0.02 0.638
H 0.17 3.41 1.35 0.602
H -2.37 3.27 1.91 0.650
H -1.26 2.26 2.83 0.470
H -2.36 0.43 2.29 0.470
H -2.20 0.65 0.55 0.458
H -4.45 1.26 2.43 0.296
H -4.24 2.40 1.06 0.357
H -4.22 -0.59 0.47 -0.201
H -4.33 0.78 -0.60 0.266
H -6.54 0.93 -0.55 0.413
H -6.50 -0.69 0.09 0.220
H -8.02 0.98 1.24 0.449
H -6.66 1.91 1.83 0.316
H -7.82 0.32 3.41 0.441
H -6.09 0.17 3.45 0.423
H -7.80 -1.99 3.27 0.432
H -7.60 -1.73 1.55 0.457
H -5.00 -1.44 2.54 -0.275
H -5.64 -2.62 3.69 0.440
H -5.55 -4.32 2.19 0.473
H -6.24 -3.36 0.83 0.344
H -4.08 -3.02 0.02 0.282
H -3.47 -2.49 1.57 0.112
H -2.17 -4.39 1.23 0.121
H -3.48 -4.94 2.34 0.367
H -3.73 -6.65 0.79 0.290
H -2.83 -5.79 -0.45 0.194
H -4.60 -5.42 -0.22 0.382
H -2.46 1.95 -0.92 0.405
H -3.58 3.02 -2.83 0.446
H -2.39 3.40 -4.94 0.450
H -0.06 2.59 -5.14 0.376
H 1.08 1.53 -3.28 0.540
H 0.73 -0.65 -2.20 0.708
H 2.15 -3.19 4.01 0.635
H 1.62 -5.61 3.60 0.445
H 2.13 -7.51 1.44 0.355
H 0.52 -7.07 2.15 0.388
H -1.32 -7.15 -0.08 0.281
H 1.61 -4.95 -0.63 0.632
C 8.30 -5.80 -0.49 -0.700
O 8.05 -4.41 -0.53 -0.372
C 6.67 -4.07 -0.45 -0.881
C 6.35 -3.40 0.87 0.264
N 6.42 -4.35 1.98 -0.305
C 6.38 -3.73 3.30 -0.328
C 7.51 -2.78 3.68 -0.605
O 8.78 -3.40 3.84 -0.442
C 9.51 -3.59 2.64 -0.534
H 9.35 -5.96 -0.74 0.244
H 8.11 -6.21 0.51 0.288
H 7.69 -6.33 -1.22 0.339
H 6.02 -4.93 -0.63 0.398
H 6.48 -3.34 -1.25 0.358
H 5.33 -2.99 0.83 0.006
H 7.05 -2.57 1.01 0.213
H 7.28 -4.88 1.90 0.101
H 6.38 -4.55 4.03 0.413
H 5.43 -3.21 3.41 0.071
H 7.27 -2.37 4.67 0.388
H 7.58 -1.92 3.01 0.352
H 9.32 -2.79 1.92 0.276
H 9.29 -4.56 2.20 0.168
H 10.57 -3.58 2.90 0.300
C -1.28 10.33 -3.48 -0.705
O -0.52 10.14 -4.66 -0.341
C 0.76 9.57 -4.45 -0.794
C 0.83 8.15 -4.98 -0.191
N 0.02 7.24 -4.18 -0.282
C -0.17 5.92 -4.78 -0.608
C -0.92 5.85 -6.11 -0.687
O -2.29 6.19 -6.03 -0.414
C -2.57 7.58 -6.10 -0.583
H -2.15 10.92 -3.73 0.236
H -1.62 9.37 -3.07 0.297
H -0.70 10.86 -2.72 0.339
H 1.05 9.61 -3.39 0.412
H 1.47 10.18 -5.01 0.394
H 1.87 7.81 -4.97 0.361
H 0.49 8.18 -6.03 0.171
H -0.89 7.66 -4.03 0.074
H -0.73 5.33 -4.06 0.356
H 0.80 5.44 -4.90 0.358
H -0.90 4.80 -6.43 0.417
H -0.42 6.41 -6.91 0.413
H -1.86 8.11 -6.74 0.303
H -2.59 8.02 -5.10 0.166
H -3.57 7.70 -6.53 0.302
```

Properties
Molecular weight, g/mol: 833.16
HOMO level, eV: -8.41
SMILES: C=CCc1c(CCCCCCCCCCCCCC)c(-c2ccccc2)cc2c1C(=O)c1ccc(COO)cc1C2=O.COCCNCCOC.COCCNCCOC
Max |F|, Eh/bohr: 0.036
2S+1: 1
Kohn-Sham gap, eV: 8.1
Electronic energy, Ha: -2661.940380


No. 5
C19H22CaNO4 as an isolated structure. Source: the Open Molecules 2025 dataset; level of theory: ωB97M-V with the def2-TZVPD basis set.

XYZ file:
```
47
Properties=species:S:1:pos:R:3:nbo_charge:R:1
Ca -0.29 0.10 -0.80 1.837
O -0.23 -4.39 -0.97 -0.628
C -0.47 -3.09 -1.00 0.800
O 0.41 -2.25 -1.06 -0.696
C -1.91 -2.72 -0.97 0.039
C -2.98 -3.59 -0.99 -0.173
C -4.26 -3.03 -0.99 -0.149
C -4.41 -1.66 -0.99 -0.164
C -3.27 -0.86 -0.97 0.122
N -2.06 -1.40 -0.96 -0.546
C -3.29 0.69 -0.96 0.744
O -4.36 1.23 -0.86 -0.591
O -2.12 1.21 -1.03 -0.913
H 0.71 -4.57 -1.02 0.518
H -2.83 -4.66 -1.01 0.251
H -5.13 -3.68 -1.01 0.244
H -5.38 -1.18 -0.99 0.267
C -0.10 3.62 0.39 -0.663
C 0.65 2.32 0.45 -0.028
C 1.61 2.00 -0.53 -0.080
C 1.81 2.93 -1.71 -0.658
C 2.37 0.82 -0.41 -0.046
C 3.48 0.54 -1.40 -0.652
C 2.13 -0.07 0.65 -0.031
C 2.93 -1.34 0.75 -0.652
C 1.16 0.24 1.61 -0.049
C 0.97 -0.67 2.81 -0.650
C 0.39 1.41 1.49 -0.048
C -0.72 1.70 2.47 -0.661
H -1.04 3.50 -0.17 0.262
H 0.49 4.40 -0.09 0.233
H -0.35 3.98 1.38 0.236
H 2.14 2.39 -2.59 0.226
H 2.56 3.69 -1.49 0.247
H 0.88 3.44 -1.96 0.238
H 3.15 -0.10 -2.22 0.226
H 4.31 0.03 -0.91 0.238
H 3.88 1.45 -1.83 0.238
H 3.21 -1.72 -0.23 0.231
H 2.37 -2.12 1.26 0.226
H 3.85 -1.17 1.32 0.241
H 0.27 -1.48 2.60 0.223
H 0.60 -0.12 3.66 0.239
H 1.92 -1.12 3.10 0.237
H -1.15 0.78 2.88 0.226
H -1.53 2.24 1.98 0.246
H -0.37 2.30 3.30 0.243
```

Properties
Molecular weight, g/mol: 368.47
HOMO level, eV: -12.34
Max |F|, Eh/bohr: 0.018
2S+1: 1
Net charge: +1
Kohn-Sham gap, eV: 8.6
Electronic energy, Ha: -1770.519944


No. 6
C23H14BrCl4N2O2Pd as an isolated structure at a distorted geometry. Source: the Open Molecules 2025 dataset; level of theory: ωB97M-V with the def2-TZVPD basis set.

XYZ file:
```
47
Properties=species:S:1:pos:R:3:mulliken_spin:R:1
Pd -0.90 -0.05 -0.28 1.187
Br 5.44 1.57 3.88 0.059
C 3.72 1.33 3.20 0.280
C 2.69 2.21 3.61 -0.087
C 1.44 2.03 3.12 0.194
C 1.12 0.95 2.20 0.069
O -0.05 0.79 1.83 0.299
C 2.22 0.09 1.77 0.168
C 2.06 -1.05 0.87 -0.041
N 1.05 -1.25 0.13 0.153
C 0.94 -2.45 -0.60 -0.012
C 1.98 -3.10 -1.21 0.008
C 1.77 -4.32 -1.89 -0.006
C 0.52 -4.87 -1.96 0.019
C -0.58 -4.21 -1.36 0.002
C -1.90 -4.72 -1.40 0.006
C -2.91 -4.01 -0.82 -0.001
C -2.62 -2.77 -0.23 0.004
N -1.41 -2.26 -0.17 0.071
C -0.38 -2.98 -0.71 -0.016
C 3.48 0.29 2.31 -0.074
H 2.91 3.01 4.30 -0.001
H 0.62 2.67 3.42 0.003
H 2.88 -1.77 0.89 0.007
H 2.98 -2.67 -1.17 0.001
H 2.61 -4.81 -2.37 0.000
H 0.36 -5.80 -2.48 0.001
H -2.09 -5.66 -1.89 0.001
H -3.93 -4.38 -0.82 0.000
H -3.41 -2.17 0.20 0.004
H 4.29 -0.36 2.02 0.000
Cl -3.31 6.89 0.42 0.062
C -2.44 5.48 0.03 0.275
C -2.96 4.23 0.43 -0.068
C -2.28 3.10 0.13 0.162
Cl -2.92 1.57 0.60 0.031
C -1.01 3.12 -0.58 0.099
O -0.34 2.11 -0.85 0.348
C -0.55 4.45 -0.98 0.183
Cl 0.92 4.53 -1.85 0.037
C -1.24 5.58 -0.68 -0.087
H -3.90 4.19 0.97 -0.002
H -0.87 6.55 -0.98 -0.002
Cl -2.50 -0.13 -2.50 0.087
C -0.75 -0.28 -2.56 0.603
H -0.30 0.58 -3.03 -0.012
H -0.44 -1.25 -2.94 -0.015
```

Properties
Molecular weight, g/mol: 678.51
HOMO level (alpha / beta), eV: -9.91 / -11.04
Relative energy (zero: lowest compared OMol25 entry of this formula, charge and spin), kJ/mol: 71.8
Max |F|, Eh/bohr: 0.027
2S+1: 5
Net charge: +1
Kohn-Sham gap (alpha / beta), eV: 6.7 / 5.7
Expectation value of S²: 6.09
Electronic energy, Ha: -5687.198595